C37H39BN9O2PZn | ωB97M-V with the def2-TZVPD basis set

Multiplicity: 2
Net charge: +1
Kohn-Sham gap (alpha / beta): 7.46 / 7.80 eV
Total energy: -4222.08175 a.u.

Structure (XYZ):
```
90
Properties=species:S:1:pos:R:3:lowdin_spin:R:1
Zn 0.481 0.242 0.013 0.006
C 2.826 1.902 -3.376 0.000
C 2.060 0.869 -2.833 0.000
N 1.798 1.092 -1.552 0.001
N 2.381 2.286 -1.250 0.000
C 3.009 2.782 -2.331 0.000
B 2.303 2.737 0.223 0.000
N 2.865 1.550 1.091 0.000
C 4.111 1.385 1.575 0.000
C 4.250 0.087 2.017 0.000
C 3.016 -0.502 1.744 0.000
N 2.191 0.377 1.188 0.000
N 0.798 3.037 0.560 0.000
C 0.253 4.226 0.869 0.000
C -1.117 4.073 0.952 0.000
C -1.334 2.724 0.670 0.000
N -0.182 2.110 0.440 0.000
N 3.089 3.983 0.557 0.000
C 3.378 4.443 1.804 0.000
C 3.780 5.746 1.689 0.000
C 3.686 6.015 0.307 0.000
N 3.258 4.964 -0.369 0.000
H 3.192 1.997 -4.384 0.000
H 1.685 -0.023 -3.315 0.000
H 3.517 3.729 -2.271 0.000
H 4.819 2.196 1.560 0.000
H 5.116 -0.363 2.469 0.000
H 2.686 -1.517 1.915 0.000
H 0.873 5.101 0.987 0.000
H -1.847 4.831 1.174 0.000
H -2.260 2.172 0.625 0.000
H 3.253 3.820 2.676 0.000
H 4.101 6.405 2.478 0.000
H 3.918 6.927 -0.221 0.000
C 0.142 1.800 3.931 0.000
C -0.841 0.655 3.703 0.000
C -1.637 0.416 4.985 0.000
C -0.102 -0.599 3.160 0.000
C -0.358 -1.928 3.865 0.000
O -1.218 -2.650 2.959 0.000
C -1.157 -2.013 1.781 0.001
N -0.506 -0.911 1.741 0.004
C -1.931 -2.726 0.718 0.001
C -2.811 -3.709 1.182 0.000
C -3.609 -4.427 0.311 0.000
C -3.527 -4.189 -1.051 0.000
C -2.645 -3.234 -1.522 0.002
C -1.844 -2.487 -0.661 0.006
P -0.727 -1.276 -1.439 0.060
C -1.839 -0.145 -2.481 0.053
C -3.164 -0.052 -1.795 0.214
C -4.317 -0.445 -2.389 0.010
C -4.322 -0.932 -3.717 0.321
C -3.120 -0.949 -4.463 0.010
C -1.943 -0.564 -3.908 0.216
C 0.389 -2.274 -2.475 0.005
C 1.694 -2.384 -1.990 0.004
C 2.633 -3.168 -2.646 0.001
C 2.282 -3.838 -3.808 0.001
C 0.988 -3.733 -4.303 0.001
C 0.045 -2.964 -3.639 0.004
H -0.384 2.731 4.142 0.000
H 0.795 1.964 3.076 0.000
H 0.779 1.578 4.794 0.000
H -1.554 0.940 2.925 0.000
H -1.004 0.041 5.794 0.000
H -2.465 -0.282 4.848 0.000
H -2.061 1.360 5.328 0.000
H 0.963 -0.394 3.180 0.000
H -0.881 -1.849 4.810 0.000
H 0.547 -2.519 4.002 0.000
H -2.872 -3.904 2.241 0.000
H -4.289 -5.174 0.699 0.000
H -4.145 -4.743 -1.745 0.000
H -2.588 -3.054 -2.589 0.001
H -3.168 0.345 -0.785 0.010
H -5.251 -0.372 -1.845 -0.005
H -5.250 -1.238 -4.178 0.018
H -3.146 -1.238 -5.507 -0.005
H -1.033 -0.529 -4.495 0.008
H 1.993 -1.838 -1.100 0.001
H 3.639 -3.243 -2.255 0.000
H 3.014 -4.442 -4.328 0.000
H 0.712 -4.253 -5.211 0.000
H -0.959 -2.912 -4.036 0.003
C -1.646 2.196 -2.993 0.010
O -1.081 1.057 -2.346 0.031
H -1.000 3.031 -2.734 0.001
H -2.657 2.394 -2.631 0.004
H -1.667 2.068 -4.077 0.004
```

***

C37H39BaFN7O5SSi | ωB97M-V with the def2-TZVPD basis set

Multiplicity: 1
Net charge: -1
Kohn-Sham gap: 4.06 eV
Total energy: -3005.99510 a.u.

Structure (XYZ):
```
92
Properties=species:S:1:pos:R:3:lowdin_charge:R:1
Ba -0.480 0.376 -0.123 1.679
C 1.619 6.710 -1.010 -0.096
C 0.957 5.983 0.119 -0.272
N -0.390 5.555 -0.205 -0.158
C -1.450 6.543 -0.293 -0.232
C -2.165 6.742 1.003 -0.108
C -0.701 4.180 -0.329 -0.748
S 0.452 3.103 -1.039 0.493
N -1.944 4.033 0.044 0.073
C -2.811 3.016 -0.168 -0.406
O -2.577 1.750 -0.145 -0.337
C -4.214 3.353 -0.335 -0.126
C -4.592 4.710 -0.150 -0.004
C -5.916 5.091 -0.358 -0.082
C -6.861 4.119 -0.634 -0.095
C -6.527 2.755 -0.701 -0.070
C -5.216 2.405 -0.536 -0.023
H 2.572 7.113 -0.674 0.069
H 1.055 7.611 -1.320 0.068
H 1.749 6.003 -1.838 0.073
H 0.830 6.665 0.986 0.123
H 1.487 5.075 0.373 0.079
H -2.163 6.312 -1.037 0.100
H -0.908 7.456 -0.618 0.114
H -2.254 5.780 1.538 0.083
H -3.124 7.139 0.801 0.047
H -1.635 7.487 1.644 0.083
H -3.843 5.355 0.238 0.049
H -6.188 6.173 -0.290 0.112
H -7.872 4.406 -0.766 0.082
H -7.253 1.975 -0.928 0.107
H -4.867 1.366 -0.645 0.103
C -4.562 -1.775 -1.643 -0.317
Si -3.635 -1.625 -0.052 0.466
C -4.859 -1.086 1.248 -0.292
C -3.461 -3.534 0.310 -0.318
C -3.194 -4.332 -0.820 -0.128
C -3.081 -5.734 -0.639 -0.128
C -3.233 -6.376 0.581 -0.136
C -3.519 -5.570 1.707 -0.125
C -3.595 -4.189 1.565 -0.130
H -4.880 -0.830 -2.028 -0.014
H -5.473 -2.425 -1.616 0.046
H -3.918 -2.124 -2.455 0.001
H -5.284 -1.935 1.777 0.000
H -5.718 -0.567 0.815 0.006
H -4.391 -0.426 1.988 0.005
H -3.176 -3.856 -1.805 0.074
H -2.842 -6.388 -1.494 0.089
H -3.108 -7.479 0.644 0.094
H -3.595 -6.024 2.699 0.087
H -3.700 -3.634 2.497 0.087
C 1.016 -3.657 1.380 -0.042
C 0.106 -2.743 0.855 -0.162
N 0.015 -2.468 -0.477 -0.034
C 0.855 -3.118 -1.271 -0.108
C 1.683 -4.152 -0.859 -0.189
C 1.781 -4.392 0.526 0.002
C 2.327 -4.810 -1.974 -0.027
C 3.257 -5.833 -1.930 -0.029
C 4.198 -6.192 -0.878 -0.278
C 4.637 -7.509 -0.616 -0.011
C 5.699 -7.731 0.258 -0.154
N 6.362 -6.740 0.801 0.067
C 5.848 -5.534 0.594 -0.218
N 4.844 -5.220 -0.186 0.123
H 1.042 -3.846 2.443 0.113
H -0.656 -2.300 1.503 0.085
H 0.951 -2.697 -2.285 0.130
H 2.550 -5.018 0.929 0.100
H 2.093 -4.388 -2.946 0.108
H 3.402 -6.347 -2.894 0.110
H 4.138 -8.344 -1.133 0.112
H 6.142 -8.730 0.405 0.112
H 6.358 -4.678 1.034 0.112
F 5.613 4.007 -1.661 0.079
C 5.731 3.273 -0.551 -0.163
C 5.034 2.092 -0.446 0.088
N 4.956 1.418 0.797 0.005
C 4.166 0.214 0.958 -0.052
C 2.663 0.407 0.623 -0.677
O 1.835 0.562 1.597 -0.184
O 2.286 0.303 -0.582 -0.220
C 5.957 1.624 1.703 -0.450
O 6.287 0.840 2.605 0.053
N 6.657 2.834 1.550 0.191
C 6.702 3.734 0.515 -0.398
O 7.348 4.771 0.441 0.072
H 4.516 1.660 -1.285 0.138
H 4.360 -0.235 1.938 0.128
H 4.516 -0.524 0.209 0.137
H 7.178 3.042 2.425 0.182
```